# 1
Density functional theory data (the ωB97M-V functional and the def2-TZVPD basis) for C34H21Cl6N2O6Rb as an isolated structure.

Geometry (Å):
Rb  -0.83452  -0.63506  -1.53563
Cl  2.25443  -1.70552  -0.89535
Cl  4.48724  2.23129  -5.23459
Cl  5.33663  -1.45060  -1.36878
Cl  6.71299  3.91928  0.81192
Cl  1.39591  2.03055  -4.76961
Cl  6.44594  0.49912  -3.53668
O  -0.23301  -5.87417  -2.46367
O  -1.37807  -2.84571  -2.72367
O  -3.21929  -3.95876  -2.04905
O  1.02308  4.51045  -0.52894
O  -1.44612  1.89443  -0.87147
O  -0.91673  3.10391  0.95722
N  -1.41840  -0.39874  1.64152
N  -3.51703  -1.13069  0.06523
C  1.93868  0.16915  -2.85943
C  -1.81832  0.86920  4.08814
C  2.82989  3.00345  0.21387
C  2.85402  -0.57020  -2.15588
C  -0.82034  2.78062  -0.23752
C  -0.41123  0.01652  2.37031
C  2.01101  1.76472  0.45043
C  4.49387  5.28202  0.04036
C  4.73628  0.37272  -3.28178
C  -5.31249  0.25035  3.00102
C  -2.00882  -3.66694  -2.02263
C  0.18164  3.52405  -1.15047
C  -5.09381  -0.37246  1.72605
C  -1.18692  -3.79845  0.35544
C  0.57173  -5.84871  -0.19786
C  5.00905  4.05684  0.41687
C  2.30683  4.24066  -0.20378
C  4.19555  2.94502  0.49854
C  -6.14939  -0.76168  0.88329
C  4.23438  -0.50224  -2.31925
C  -3.78542  -0.59040  1.26650
C  -0.34781  -4.27237  1.35883
C  3.85244  1.14239  -4.03705
C  0.53468  -5.30224  1.07904
C  -4.27369  0.64465  3.76336
C  -0.26105  -5.35539  -1.19290
C  -1.15375  -4.31955  -0.93180
C  2.48739  1.01142  -3.79561
C  -2.66394  -0.18296  2.09829
C  -0.55557  0.66329  3.60769
C  -5.86593  -1.31991  -0.33363
C  3.14957  5.35475  -0.27058
C  -4.52014  -1.48545  -0.70799
C  -2.92061  0.44147  3.32861
H  1.26314  -6.65405  -0.43017
H  -4.26040  -1.96152  -1.64887
H  1.18403  1.98642  1.12528
H  0.32192  0.99730  4.14438
H  4.62121  1.99802  0.80670
H  2.64473  0.99053  0.88513
H  5.13148  6.15328  -0.02525
H  1.20518  -5.67804  1.84292
H  1.59310  1.35242  -0.46773
H  0.52426  -6.46161  -2.53280
H  -0.37788  -3.82231  2.34376
H  -0.40483  4.08319  -1.88122
H  -6.64748  -1.63938  -1.01004
H  -7.17354  -0.61039  1.20791
H  -1.86674  -2.97922  0.56188
H  -6.33435  0.41397  3.32537
H  -1.98640  1.37102  5.03461
H  0.57992  -0.15183  1.96091
H  0.78577  2.81349  -1.71645
H  -4.43785  1.13639  4.71570
H  2.70390  6.28822  -0.58894

HOMO level	-3.0	eV
E	-126658.1016	eV
charge	-2
Kohn-Sham gap	0.25016	Eh
ΔE to the lowest compared entry with this formula, charge and spin	11.33	kcal per mole

Atom charges from the Löwdin analysis, given in e for atoms 1 to 4:
1. Rb 0.849
2. Cl 0.558
3. Cl 0.604
4. Cl 0.611



# 2
Density functional theory data (the ωB97M-V functional and the def2-TZVPD basis) for a 2-piece molecular cluster, CH4NO overall.

Geometry (Å):
O  -2.14990  -0.25031  -0.32218
N  1.60959  -0.08777  0.26777
C  0.47394  0.26077  -0.20227
H  1.68028  0.21628  1.23701
H  -1.42750  -0.87854  -0.20697
H  0.09827  -0.01231  -1.18746
H  -0.28468  0.75188  0.41409

HOMO level	-2.4	eV
E	-4637.9208	eV
charge	-1
Kohn-Sham gap	0.25983	Eh
ΔE to the lowest compared entry with this formula, charge and spin	24.84	kcal per mole

Atom charges from the Löwdin analysis, given in e for atoms 1 to 4:
1. O -0.643
2. N -0.037
3. C -0.204
4. H 0.000



# 3
Density functional theory data (the ωB97M-V functional and the def2-TZVPD basis) for a 2-piece molecular cluster, C4H14N overall.

Geometry (Å):
N  0.07219  1.17451  1.52052
C  2.03303  -0.20127  -1.50090
C  -1.43552  0.93036  1.33793
C  -1.97316  -0.36992  0.97919
C  1.04662  -1.32170  -1.86120
H  0.51675  0.65386  0.73122
H  -2.10611  1.32608  2.14066
H  0.47839  0.75466  2.49534
H  3.06689  -0.49430  -1.67433
H  -1.96304  -0.59744  -0.19318
H  -1.47506  -1.22331  1.45468
H  -0.01399  -1.07995  -1.62556
H  -1.74068  1.63588  0.43278
H  0.15561  2.18364  1.69004
H  0.92808  -1.17878  -3.05015
H  2.07146  0.69669  -2.16770
H  1.32507  -2.37294  -1.58815
H  -3.04959  -0.49122  1.28553
H  2.06309  -0.02487  -0.40672

HOMO level	-14.7	eV
E	-5856.7496	eV
charge	+1
Kohn-Sham gap	0.39594	Eh
ΔE to the lowest compared entry with this formula, charge and spin	48.52	kcal per mole

Atom charges from the Löwdin analysis, given in e for atoms 1 to 4:
1. N 0.175
2. C -0.196
3. C -0.261
4. C -0.131



# 4
Density functional theory data (the ωB97M-V functional and the def2-TZVPD basis) for a 2-piece molecular cluster, C4H12O3 overall.

Geometry (Å):
O  0.01946  1.42702  0.35965
O  1.29135  -2.14530  -3.01684
O  -1.86976  0.30709  0.91237
C  2.28396  1.13230  1.19085
C  -1.18138  0.76887  -0.15989
C  -2.83548  -0.60447  0.49096
C  1.02295  0.45117  0.73570
H  -1.75129  1.51287  -0.74904
H  2.99460  0.50437  1.75414
H  1.97113  -1.48739  -3.28758
H  1.28866  -0.24199  -0.08550
H  -3.63645  -0.58332  1.24899
H  2.79420  1.52391  0.29480
H  -0.80608  -0.00035  -0.86195
H  1.58260  -2.45153  -2.12821
H  0.56252  -0.14706  1.54538
H  1.98620  1.98329  1.82628
H  -2.45247  -1.63586  0.41253
H  -3.26467  -0.31358  -0.48258

HOMO level	-10.1	eV
E	-10483.7215	eV
charge	0
Kohn-Sham gap	0.39471	Eh
ΔE to the lowest compared entry with this formula, charge and spin	32.69	kcal per mole

Atom charges from the Löwdin analysis, given in e for atoms 1 to 4:
1. O -0.123
2. O -0.092
3. O -0.131
4. C -0.087



Q: Which largest force on an atom values were calculated for the entries above? A: 0.013, 0.020, 0.093, 0.069, in hartree/bohr.